Molecular formula: C2H3F2IO2
Method: DFT, ωB97M-V/def2-TZVPD

Calculated values
- net charge = 0
- orbital gap (eV) = 6.92
- LUMO energy (Eh) = -0.0940
- highest occupied orbital energy (eV) = -9.5

```
10
C2H3F2IO2, DFT ωB97M-V/def2-TZVPD
C -1.56 0.38 -0.09
C 1.03 -0.72 0.02
O -0.78 -0.54 -0.69
O 1.56 0.40 -0.35
F 1.41 -1.83 -0.52
F 0.71 -0.89 1.30
I 3.47 1.06 0.06
H -2.41 0.61 -0.71
H -1.34 1.49 0.15
H -2.10 0.04 0.82
```


Molecular formula: C27H33NO3OsS2
Method: DFT, ωB97M-V/def2-TZVPD

Calculated values
- net charge = +2
- orbital gap (eV) = 7.95
- LUMO energy (Eh) = -0.2125
- highest occupied orbital energy (eV) = -13.7

```
67
C27H33NO3OsS2, DFT ωB97M-V/def2-TZVPD
Os -0.53 -0.04 -0.74
O -0.92 -0.40 1.34
S -1.45 -0.78 2.72
C -0.01 -1.36 3.68
C 1.10 -1.99 2.83
C 2.25 -1.01 2.57
C 3.19 -1.42 1.44
S 2.70 -0.84 -0.21
O 1.16 -0.96 -0.04
C 3.10 0.88 -0.13
C 4.29 1.25 -0.72
C 4.67 2.58 -0.71
C 3.85 3.53 -0.12
C 2.64 3.15 0.46
C 2.26 1.82 0.46
C -2.29 -2.33 2.49
C -3.13 -2.75 3.51
C -3.80 -3.95 3.37
C -3.63 -4.71 2.22
C -2.79 -4.28 1.21
C -2.11 -3.07 1.33
H -0.45 -2.06 4.38
H 0.34 -0.49 4.24
H 0.68 -2.37 1.90
H 1.49 -2.85 3.38
H 2.84 -0.91 3.48
H 1.85 -0.01 2.37
H 3.26 -2.51 1.35
H 4.20 -1.03 1.58
H 4.92 0.50 -1.20
H 5.61 2.88 -1.16
H 4.14 4.57 -0.12
H 2.01 3.90 0.92
H 1.32 1.53 0.92
H -3.28 -2.14 4.40
H -4.46 -4.29 4.15
H -4.16 -5.65 2.11
H -2.66 -4.88 0.32
H -1.44 -2.72 0.56
C -2.97 1.17 -2.11
N -2.14 1.36 -0.89
C -3.06 1.39 0.28
C -1.44 2.69 -1.00
C -0.33 2.56 -2.00
C 0.13 3.62 -2.75
C 1.19 3.41 -3.63
C 1.77 2.15 -3.75
C 1.30 1.10 -2.98
C 0.25 1.29 -2.08
H -3.72 1.96 -2.16
H -3.46 0.20 -2.06
H -2.33 1.22 -2.99
H -3.80 2.18 0.14
H -2.50 1.58 1.19
H -3.57 0.43 0.35
H -1.06 2.93 0.00
H -2.17 3.46 -1.27
H -0.32 4.60 -2.67
H 1.55 4.22 -4.24
H 2.58 2.00 -4.45
H 2.54 -0.18 -3.72
C -1.44 -2.04 -2.97
C -1.01 -1.10 -1.95
O 1.83 -0.16 -3.06
H -1.85 -1.47 -3.81
H -2.20 -2.72 -2.59
H -0.58 -2.61 -3.32
```


Molecular formula: C3H9N5
Method: DFT, ωB97M-V/def2-TZVPD

Calculated values
- net charge = 0
- orbital gap (eV) = 8.54
- LUMO energy (Eh) = 0.0229
- highest occupied orbital energy (eV) = -7.9

```
17
C3H9N5, DFT ωB97M-V/def2-TZVPD
H 2.56 -1.64 0.04
N 1.76 -2.08 -0.43
C 0.72 -1.40 -0.24
C 0.68 -0.10 0.52
N 1.77 0.19 1.17
H 1.67 0.98 1.81
C -0.65 0.47 0.89
N -1.77 -0.33 0.90
N -0.25 1.35 -0.51
N -0.43 0.97 -1.85
H -0.20 -1.75 -0.72
H -0.61 1.20 1.69
H -2.62 0.13 1.20
H -1.91 -0.93 0.10
H 0.47 2.06 -0.42
H -1.39 0.66 -2.00
H 0.21 0.23 -2.13
```


Molecular formula: C10H16NOS
Method: DFT, ωB97M-V/def2-TZVPD

Calculated values
- net charge = +1
- orbital gap (eV) = 7.38
- LUMO energy (Eh) = -0.1390
- highest occupied orbital energy (eV) = -11.2

```
29
C10H16NOS, DFT ωB97M-V/def2-TZVPD
C 3.08 1.33 -2.06
C 3.38 0.65 -0.95
C 1.72 1.35 -2.56
C 2.31 -0.10 -0.16
C 0.68 0.61 -2.16
C 1.07 -0.34 -1.01
C -2.90 0.62 -0.30
C -1.08 -0.30 2.95
C -1.81 0.11 0.56
C 0.28 -1.44 -0.80
N -1.95 0.14 1.87
O -0.95 -1.81 -1.43
S 0.61 -2.63 0.64
H 3.83 1.96 -2.56
H 4.39 0.48 -0.48
H 1.54 2.07 -3.38
H 2.63 -1.05 0.29
H -0.32 0.52 -2.70
H -3.81 0.85 0.15
H -2.55 1.70 -0.50
H -2.84 0.14 -1.33
H -1.20 -1.41 2.94
H -0.11 0.10 2.76
H -1.47 -0.06 3.94
H -0.84 -0.26 0.07
H 2.09 0.56 0.61
H -2.87 0.51 2.11
H -0.76 -2.10 -2.32
H -0.11 -3.42 -0.08
```


Per-record relative energy (zero: lowest compared OMol25 entry of this formula, charge and spin), eV: 2.757 0.175 4.187 1.526